# 1
Here is the molecule C20H23N3O4S at a distorted geometry from the OMol25 dataset. Energies are from ωB97M-V/def2-TZVPD.

Energy relative to the best compared isomer or geometry (same formula, charge and spin): 10.8 kcal/mol
LUMO energy: 0.519 eV
HOMO level: -8.92 eV
SMILES string: CN(C)S(=O)(=O)c1ccc(NC(=O)[C@@H]2CC(=O)N(Cc3ccccc3)C2)cc1
Gap between HOMO and LUMO: 9.44 eV

Geometry as ORCA input:
```
! wB97M-V def2-TZVPD RIJCOSX def2/J DEFGRID3
* xyz 0 1
C -4.1673 -1.5977 -0.8617
N -4.4153 -0.6527 0.2018
C -5.5609 -0.9717 1.0247
S -4.3705 0.9474 -0.3593
O -4.8495 1.0257 -1.7117
O -4.9849 1.7757 0.6351
C -2.6064 1.2248 -0.3408
C -1.9955 1.5023 0.8667
C -0.6264 1.6798 0.9249
C 0.1325 1.5581 -0.2379
N 1.5238 1.6622 -0.2456
C 2.3429 2.1083 0.7470
O 1.9597 2.5722 1.7965
C 3.8375 1.8969 0.4902
C 4.2635 1.8199 -0.9732
C 3.9777 0.3633 -1.3386
O 3.7740 -0.0838 -2.4459
N 3.9774 -0.3406 -0.1870
C 3.5560 -1.7243 -0.0982
C 2.0730 -1.7886 0.1753
C 1.5798 -1.7830 1.4735
C 0.2153 -1.7444 1.7050
C -0.6717 -1.7285 0.6426
C -0.1860 -1.7544 -0.6540
C 1.1773 -1.7717 -0.8868
C 4.1662 0.4764 0.9895
C -0.4976 1.2872 -1.4539
C -1.8686 1.1295 -1.5055
H -3.2739 -1.2810 -1.3943
H -5.0011 -1.6422 -1.5711
H -4.0029 -2.5866 -0.4333
H -5.3274 -1.8402 1.6419
H -5.7549 -0.1112 1.6595
H -6.4539 -1.1829 0.4258
H -2.6084 1.5861 1.7492
H -0.1402 1.9107 1.8575
H 1.9481 1.3560 -1.1102
H 4.3731 2.6563 1.0613
H 3.7542 2.5196 -1.6343
H 5.3377 1.9940 -1.0684
H 3.7852 -2.1891 -1.0600
H 4.1295 -2.2150 0.6922
H 2.2631 -1.8208 2.3105
H -0.1554 -1.7301 2.7188
H -1.7350 -1.6925 0.8233
H -0.8709 -1.7602 -1.4885
H 1.5574 -1.7723 -1.8979
H 3.5023 0.1626 1.7974
H 5.2045 0.4091 1.3388
H 0.0935 1.1978 -2.3541
H -2.3805 0.9433 -2.4368
*
```

=====

# 2
Here is the molecule C20H23N5O2S at a distorted geometry from the OMol25 dataset. Energies are from ωB97M-V/def2-TZVPD.

Energy relative to the best compared isomer or geometry (same formula, charge and spin): 22.8 kcal/mol
LUMO energy: 0.309 eV
HOMO level: -8.84 eV
SMILES string: CC[C@@H](C)NC(=O)CSc1nnc(-c2ccncc2)n1-c1ccc(OC)cc1
Gap between HOMO and LUMO: 9.15 eV

Geometry as ORCA input:
```
! wB97M-V def2-TZVPD RIJCOSX def2/J DEFGRID3
* xyz 0 1
C 3.2649 -0.8491 4.1735
C 2.2563 -1.9857 4.2834
C 1.2975 -2.0307 3.0883
C 0.3730 -3.2423 3.1548
N 0.5022 -0.8171 3.0432
C 0.5618 0.0724 2.0444
O 1.3351 0.0163 1.1094
C -0.4636 1.1967 2.1554
S -2.1418 0.4994 1.8945
C -1.6926 -0.6766 0.6791
N -1.6395 -1.9670 0.8534
N -1.1673 -2.5069 -0.2681
C -0.9290 -1.5456 -1.1293
C -0.4156 -1.7681 -2.4676
C -0.6985 -0.9240 -3.5400
C -0.1662 -1.2408 -4.7792
N 0.5904 -2.3002 -5.0042
C 0.8437 -3.1092 -3.9883
C 0.3693 -2.8967 -2.7060
N -1.2666 -0.3401 -0.5761
C -1.1142 0.9639 -1.0874
C -2.2129 1.8064 -1.1566
C -2.0686 3.0971 -1.6351
C -0.8190 3.5513 -2.0464
O -0.5647 4.7917 -2.5325
C -1.6269 5.7098 -2.6400
C 0.2835 2.6939 -1.9628
C 0.1431 1.4114 -1.4856
H 3.9358 -0.8509 5.0292
H 2.7587 0.1129 4.1348
H 3.8572 -0.9547 3.2679
H 2.7845 -2.9388 4.3345
H 1.6745 -1.8760 5.2023
H 1.8733 -2.0456 2.1573
H 0.9510 -4.1582 3.0726
H -0.3508 -3.2088 2.3437
H -0.1649 -3.2555 4.1012
H -0.2334 -0.7376 3.7296
H -0.4760 1.6467 3.1465
H -0.2690 1.9564 1.3979
H -1.3248 -0.0534 -3.4228
H -0.3576 -0.6118 -5.6389
H 1.4596 -3.9682 -4.2193
H 0.5888 -3.5729 -1.8964
H -3.1828 1.4547 -0.8371
H -2.9377 3.7332 -1.6803
H -1.1885 6.6190 -3.0475
H -2.0697 5.9285 -1.6631
H -2.4041 5.3473 -3.3203
H 1.2460 3.0654 -2.2747
H 0.9960 0.7578 -1.3913
*
```

=====

# 3
Here is the molecule C20H23NO2 from the OMol25 dataset. Energies are from ωB97M-V/def2-TZVPD.

Energy relative to the best compared isomer or geometry (same formula, charge and spin): 5.8 kcal/mol
LUMO energy: 0.793 eV
HOMO level: -8.94 eV
SMILES string: O=C(CC(c1ccccc1)c1ccccc1)NC[C@@H]1CCCO1
Gap between HOMO and LUMO: 9.74 eV

Geometry as ORCA input:
```
! wB97M-V def2-TZVPD RIJCOSX def2/J DEFGRID3
* xyz 0 1
O -1.6581 2.5356 -1.1948
C -1.7271 1.3459 -0.9664
C -2.2795 0.7930 0.3398
C -1.3675 -0.2733 0.9781
C -1.7927 -0.5023 2.4137
C -1.4484 0.3949 3.4167
C -1.8633 0.1868 4.7194
C -2.6307 -0.9205 5.0386
C -2.9785 -1.8199 4.0463
C -2.5608 -1.6109 2.7437
C 0.1009 0.0781 0.9001
C 1.0290 -0.9497 0.7808
C 2.3826 -0.6797 0.7070
C 2.8314 0.6289 0.7521
C 1.9167 1.6596 0.8792
C 0.5609 1.3882 0.9552
N -1.3749 0.4032 -1.8738
C -0.5477 0.7278 -3.0108
C 0.9129 0.3872 -2.6982
C 1.8904 0.6589 -3.8420
C 2.9693 -0.3874 -3.5766
C 2.1328 -1.5626 -3.0726
O 1.0099 -1.0075 -2.4102
H -2.4191 1.6339 1.0205
H -3.2630 0.3562 0.1506
H -1.5096 -1.2210 0.4448
H -0.8438 1.2573 3.1795
H -1.5860 0.8921 5.4893
H -2.9547 -1.0822 6.0561
H -3.5760 -2.6875 4.2860
H -2.8367 -2.3198 1.9749
H 0.6860 -1.9738 0.7375
H 3.0882 -1.4920 0.6085
H 3.8881 0.8451 0.6872
H 2.2574 2.6845 0.9130
H -0.1318 2.2114 1.0342
H -1.2970 -0.5566 -1.5749
H -0.8871 0.1537 -3.8776
H -0.6524 1.7967 -3.2048
H 1.2136 0.9429 -1.7971
H 2.2653 1.6787 -3.8262
H 1.4040 0.4708 -4.8007
H 3.5512 -0.6417 -4.4593
H 3.6409 -0.0408 -2.7906
H 2.6701 -2.1996 -2.3652
H 1.7848 -2.1826 -3.9110
*
```

=====

# 4
Here is the molecule C20H23NO4 from the OMol25 dataset. Energies are from ωB97M-V/def2-TZVPD.

Energy relative to the best compared isomer or geometry (same formula, charge and spin): 61.5 kcal/mol
LUMO energy: 0.377 eV
HOMO level: -8.61 eV
SMILES string: O=C(c1ccccc1)c1ccc(OC[C@@H](O)CN2CCOCC2)cc1
Gap between HOMO and LUMO: 8.99 eV

Geometry as ORCA input:
```
! wB97M-V def2-TZVPD RIJCOSX def2/J DEFGRID3
* xyz 0 1
O -4.4668 -2.1300 -0.0290
C -3.8991 -1.0561 0.0408
C -4.6459 0.2195 -0.1358
C -5.9404 0.3135 0.3683
C -6.6716 1.4745 0.2032
C -6.1254 2.5438 -0.4882
C -4.8484 2.4471 -1.0173
C -4.1069 1.2931 -0.8403
C -2.4479 -0.9555 0.3041
C -1.6312 -2.0368 -0.0219
C -0.2723 -2.0118 0.2165
C 0.3001 -0.8944 0.8187
O 1.6119 -0.7422 1.1307
C 2.5451 -1.7739 0.9174
C 3.0955 -1.8736 -0.5201
O 2.2647 -2.7315 -1.2716
C 3.2006 -0.4820 -1.1625
N 4.0638 0.3744 -0.3769
C 5.4591 0.2983 -0.7685
C 6.2981 1.0926 0.2333
O 5.8845 2.4355 0.2975
C 4.5245 2.5151 0.6558
C 3.6395 1.7622 -0.3375
C -0.5174 0.1870 1.1683
C -1.8687 0.1604 0.9124
H -6.3547 -0.5337 0.8946
H -7.6705 1.5454 0.6077
H -6.6975 3.4502 -0.6222
H -4.4293 3.2752 -1.5702
H -3.1177 1.2129 -1.2674
H -2.0852 -2.9020 -0.4819
H 0.3364 -2.8478 -0.0849
H 3.3765 -1.5164 1.5769
H 2.1386 -2.7491 1.2055
H 4.1001 -2.3205 -0.4453
H 2.5552 -2.7321 -2.1901
H 3.5553 -0.5883 -2.2035
H 2.1972 -0.0512 -1.1957
H 5.7804 -0.7448 -0.7630
H 5.6166 0.7130 -1.7815
H 7.3474 1.1076 -0.0664
H 6.2053 0.6254 1.2254
H 4.2734 3.5768 0.6709
H 4.3770 2.0865 1.6581
H 2.6031 1.8010 0.0010
H 3.7172 2.2430 -1.3291
H -0.0590 1.0366 1.6507
H -2.4849 0.9956 1.2107
*
```

=====

# 5
Here is C20H23NO4PtS2 as an isolated structure from the OMol25 dataset. Energies are from ωB97M-V/def2-TZVPD.

Energy relative to the best compared isomer or geometry (same formula, charge and spin): 0.0 kcal/mol
LUMO energy (spin up / spin down): 4.630 / 4.630 eV
HOMO level (spin up / spin down): -0.71 / -0.71 eV
Gap between HOMO and LUMO (spin up / spin down): 5.34 / 5.34 eV

Geometry as ORCA input:
```
! wB97M-V def2-TZVPD RIJCOSX def2/J DEFGRID3
* xyz -2 1
Pt -1.8607 -0.1974 -1.4277
O 1.1676 -1.5536 -1.2151
C 1.1463 -1.5553 0.1960
C -0.2905 -1.8508 0.7621
O -0.3668 -2.0308 1.9827
O -1.2320 -1.9134 -0.0771
C 1.5934 -0.2026 0.7551
C 1.6264 0.9208 -0.0610
C 2.0243 2.1502 0.4527
C 2.3892 2.2714 1.7848
C 2.3477 1.1510 2.6069
C 1.9529 -0.0751 2.0959
C 2.1575 -2.6323 0.5997
C 3.4766 -2.4558 0.1830
C 4.4475 -3.4064 0.4519
C 4.1149 -4.5618 1.1494
C 2.8055 -4.7474 1.5647
C 1.8323 -3.7912 1.2933
H 0.2655 -1.3137 -1.5130
H 1.3090 0.8293 -1.0913
H 2.0299 3.0214 -0.1924
H 2.6920 3.2329 2.1841
H 2.6169 1.2344 3.6541
H 1.8964 -0.9449 2.7374
H 3.7326 -1.5566 -0.3646
H 5.4662 -3.2461 0.1171
H 4.8706 -5.3087 1.3655
H 2.5322 -5.6448 2.1084
H 0.8177 -3.9308 1.6386
C -3.4557 -0.3879 1.4295
O -4.7438 -0.1360 0.8465
C -5.0812 -0.6764 -0.3294
S -6.7324 -0.7160 -0.6525
S -3.9300 -1.3225 -1.4198
H -3.5852 -0.1801 2.4911
H -2.6984 0.2673 0.9998
H -3.1432 -1.4166 1.2646
C -2.9131 3.1095 -2.8482
C -1.6695 2.6326 -2.0844
C -1.8731 2.9092 -0.5854
C -0.4433 3.4162 -2.5718
N -1.4454 1.2504 -2.4585
H -3.1188 4.1675 -2.6475
H -3.7776 2.5180 -2.5410
H -2.7659 2.9672 -3.9204
H -1.9910 3.9828 -0.3844
H -1.0180 2.5322 -0.0205
H -2.7650 2.3867 -0.2348
H -0.5498 4.4861 -2.3617
H -0.3136 3.2684 -3.6454
H 0.4531 3.0495 -2.0667
*
```

=====

# 6
Here is C20H23NO5 as an isolated structure at a distorted geometry from the OMol25 dataset. Energies are from ωB97M-V/def2-TZVPD.

Energy relative to the best compared isomer or geometry (same formula, charge and spin): 417.5 kcal/mol
LUMO energy: 0.286 eV
HOMO level: -8.20 eV
Gap between HOMO and LUMO: 8.49 eV

Geometry as ORCA input:
```
! wB97M-V def2-TZVPD RIJCOSX def2/J DEFGRID3
* xyz 0 1
C 2.2839 0.8858 2.8260
H 2.6034 0.5353 3.6658
O 0.8615 1.2189 2.8984
C 0.2613 1.8476 2.0004
C -0.9489 2.2966 2.3027
C -1.8171 2.6761 1.4785
C -1.3594 2.9267 0.3187
C -0.0037 2.6927 -0.2954
C 0.8544 2.0969 0.6718
H 1.7814 1.9519 0.4958
H 0.3087 2.6953 -1.2717
C -2.1998 3.4428 -1.0753
H -2.5746 4.7109 -0.6512
H -1.8144 3.5358 -1.9261
C -3.4679 2.6843 -1.2728
N -3.1464 1.1582 -1.0974
C -3.0966 0.6056 -2.2185
O -3.5083 0.8106 -3.3275
C -2.5159 -0.8762 -2.2678
H -3.2340 -1.7586 -1.9910
H -1.7116 -1.0811 -3.0512
O -1.6366 -1.0548 -0.8577
C -1.5082 -2.1187 -0.3009
O -1.9548 -3.2072 -0.4970
C -0.5236 -1.7789 0.6506
C 0.7923 -1.7730 0.4955
C 1.7826 -2.5637 1.2149
C 3.0240 -2.8135 0.6325
C 3.6004 -1.8884 -0.0536
C 2.6384 -0.9070 -0.6967
C 1.3407 -0.9637 -0.5240
H 0.7770 -0.1375 -0.9515
H 3.0306 -0.2563 -1.5180
O 4.9315 -1.6462 -0.5185
C 5.8477 -2.6115 0.0063
H 6.6476 -2.5499 -0.6204
H 5.5919 -3.5929 -0.4149
H 5.7758 -2.6627 1.2321
H 3.7304 -3.4935 1.2249
H 1.4026 -3.6090 1.8577
H -0.9457 -0.7598 1.5073
H -0.8000 -2.7708 1.8430
H -2.5922 0.8533 -0.3422
H -3.9477 2.9254 -2.0223
H -4.1585 2.6930 -0.4507
H -2.9976 3.0188 1.6344
H -1.4666 1.9486 3.3871
H 2.8508 1.9609 2.6479
H 2.4830 0.1795 1.8100
*
```

=====

# 7
Here is the molecule C20H23NO6 from the OMol25 dataset. Energies are from ωB97M-V/def2-TZVPD.

Energy relative to the best compared isomer or geometry (same formula, charge and spin): 37.4 kcal/mol
LUMO energy: 0.400 eV
HOMO level: -8.38 eV
SMILES string: CC(=O)n1cc([C@H]2C=C(C(=O)O)O[C@@H](OCCCCO)C2)c2ccccc21
Gap between HOMO and LUMO: 8.78 eV

Geometry as ORCA input:
```
! wB97M-V def2-TZVPD RIJCOSX def2/J DEFGRID3
* xyz 0 1
C 0.4518 -4.2408 2.5186
C -0.5819 -3.5787 1.6399
O -1.7652 -3.7963 1.7455
N -0.0820 -2.6981 0.6988
C 1.2373 -2.3054 0.5399
C 1.3632 -1.3964 -0.4585
C 2.6600 -0.7079 -0.8016
C 2.5474 0.1881 -1.9916
C 2.4862 1.5158 -1.8798
C 2.3912 2.4063 -3.0756
O 2.3284 1.9864 -4.1984
O 2.3719 3.7124 -2.7923
O 2.4944 2.2120 -0.6891
C 2.3325 1.4203 0.4739
O 1.0114 1.0542 0.6802
C 0.0943 2.1115 0.9076
C -1.2942 1.4892 0.9780
C -2.3866 2.5208 1.2467
C -3.7857 1.9195 1.0679
O -4.0815 0.9026 1.9906
C 3.1607 0.1386 0.3834
C 0.0465 -1.1989 -1.0080
C -0.4677 -0.4272 -2.0470
C -1.8265 -0.4612 -2.2906
C -2.6798 -1.2519 -1.5252
C -2.1943 -2.0411 -0.4996
C -0.8310 -2.0090 -0.2533
H 0.9718 -3.4984 3.1203
H 1.1762 -4.7844 1.9163
H -0.0589 -4.9363 3.1791
H 2.0094 -2.7010 1.1694
H 3.4074 -1.4828 -1.0131
H 2.5279 -0.2441 -2.9788
H 2.4334 3.8446 -1.8320
H 2.6920 2.0776 1.2871
H 0.3495 2.6270 1.8459
H 0.1429 2.8408 0.0883
H -1.2823 0.7310 1.7633
H -1.4850 0.9866 0.0283
H -2.2918 2.9080 2.2625
H -2.2843 3.3552 0.5507
H -4.5405 2.6914 1.2371
H -3.8911 1.5481 0.0382
H -3.4994 0.1524 1.8266
H 4.2048 0.4151 0.2278
H 3.0653 -0.4040 1.3211
H 0.1750 0.1875 -2.6556
H -2.2355 0.1368 -3.0916
H -3.7380 -1.2539 -1.7390
H -2.8495 -2.6623 0.0877
*
```

=====

# 8
Here is C20H23O4PtS as an isolated structure at a distorted geometry from the OMol25 dataset. Energies are from ωB97M-V/def2-TZVPD.

LUMO energy (spin up / spin down): -6.193 / -6.204 eV
HOMO level (spin up / spin down): -12.08 / -12.08 eV
Gap between HOMO and LUMO (spin up / spin down): 5.89 / 5.88 eV

Geometry as ORCA input:
```
! wB97M-V def2-TZVPD RIJCOSX def2/J DEFGRID3
* xyz 1 1
Pt 0.9077 0.1980 -1.1171
O -0.3823 -1.6466 -3.9933
C 0.4684 -1.7120 -3.1562
O 0.2567 -1.5270 -1.8288
C 1.8642 -2.1034 -3.5055
C 2.1076 -3.2718 -4.1927
C 3.4182 -3.6606 -4.4766
C 4.5151 -2.8666 -4.1004
C 4.2981 -1.6863 -3.4433
C 2.9635 -1.3012 -3.1207
S 2.7832 0.1616 -2.3262
H 1.2697 -3.8755 -4.5151
H 3.5911 -4.5905 -5.0045
H 5.5241 -3.1823 -4.3278
H 5.1243 -1.0463 -3.1558
C -3.3850 1.3017 4.2666
C -2.8734 1.6645 2.8991
C -2.3962 2.9402 2.6281
C -1.8954 3.2777 1.3820
C -1.4028 4.6928 1.1535
C -1.8341 2.2755 0.3886
C -1.1640 2.6182 -0.8393
O -0.6012 1.8406 -1.6289
C -2.3905 0.9983 0.6156
C -2.5812 -0.0187 -0.4874
C -2.8942 0.7228 1.8685
H -3.4799 2.1776 4.9057
H -2.6991 0.6016 4.7505
H -4.3555 0.8076 4.2019
H -2.4242 3.6940 3.4070
H -1.6081 5.3015 2.0311
H -1.9024 5.1632 0.3044
H -0.3268 4.7304 0.9715
H -1.1226 3.6813 -1.0983
H -2.8841 0.4495 -1.4232
H -3.3441 -0.7379 -0.1949
H -1.6851 -0.5965 -0.7078
H -3.3495 -0.2471 2.0488
C 0.0512 -1.7212 2.1706
C 1.2279 -1.3058 1.3041
C 2.5207 -1.1842 2.0913
O 0.9136 -0.0222 0.7240
H 0.3007 -2.6494 2.6873
H -0.8390 -1.8786 1.5586
H -0.1624 -0.9454 2.9094
H 1.3597 -2.0484 0.5168
H 2.3825 -0.5270 2.9520
H 3.3150 -0.7728 1.4654
H 2.8197 -2.1732 2.4414
*
```